Entry 1:
ORCA calculation (wB97M-V/def2-TZVPD) on a structure of composition C30H43F5P2ReS at a distorted geometry.

Calculated values
<S²> = 3.79
Gap between HOMO and LUMO (spin up / spin down) = 0.204 / 0.173 hartree
E_tot = -76916.0080 eV
Relative energy (zero: lowest compared OMol25 entry of this formula, charge and spin) = 56.44 kcal per mole
2S+1 = 4
Net charge = +2

Last column: Löwdin spin population.
Atoms and positions in Å:
Re (0.704, 1.497, 0.779)  1.634
C (0.793, 0.961, 2.886)  0.023
C (2.017, 1.518, 2.397)  0.027
C (0.312, 3.070, 2.027)  0.038
C (-0.276, 1.875, 2.597)  0.035
C (1.740, 2.839, 1.908)  0.040
C (0.654, -0.224, 3.792)  0.008
H (1.490, -0.934, 3.720)  0.000
H (-0.272, -0.779, 3.609)  0.006
H (0.616, 0.115, 4.841)  0.000
C (-1.674, 1.648, 3.067)  0.012
H (-1.844, 0.573, 3.193)  0.002
H (-2.405, 2.032, 2.346)  0.000
H (-1.867, 2.112, 4.046)  0.002
C (-0.473, 4.171, 1.419)  0.012
H (-0.469, 5.090, 2.020)  0.002
H (-1.513, 3.857, 1.279)  0.001
H (-0.086, 4.435, 0.428)  0.001
C (2.722, 3.692, 1.169)  0.027
H (3.070, 4.518, 1.793)  0.005
H (2.273, 4.100, 0.258)  0.003
H (3.591, 3.092, 0.885)  0.001
C (3.353, 0.870, 2.599)  0.005
H (3.791, 1.215, 3.550)  0.000
H (4.049, 1.110, 1.783)  0.000
H (3.241, -0.216, 2.669)  0.001
C (-0.797, -1.521, 0.522)  0.029
C (0.286, -2.221, 0.853)  0.028
C (1.560, -2.211, 0.076)  0.004
C (1.826, -1.309, -1.163)  0.008
C (1.796, 0.176, -1.110)  0.048
C (0.721, 0.951, -1.525)  -0.004
C (-0.724, 0.582, -1.237)  0.006
C (-1.034, -0.901, -0.839)  0.003
H (1.704, -3.231, -0.313)  0.000
H (1.283, -1.682, -2.043)  0.001
H (2.380, -1.985, 0.770)  0.001
H (-0.542, -1.550, -1.582)  0.000
H (-1.538, -1.299, 1.308)  0.013
H (0.339, -2.722, 1.834)  0.001
H (-2.105, -0.980, -0.996)  0.000
H (-1.216, 1.340, -0.579)  0.003
H (0.896, 1.759, -2.278)  0.001
H (-1.267, 0.737, -2.200)  -0.001
H (2.878, -1.524, -1.415)  0.001
H (2.781, 0.641, -1.250)  0.009
P (-0.326, -0.945, -3.851)  0.001
P (-0.114, 2.270, -4.317)  0.000
C (-0.289, -0.287, -5.583)  0.000
C (-0.874, 1.108, -5.636)  0.000
H (-0.847, -0.971, -6.240)  0.000
H (0.773, -0.274, -5.854)  0.000
H (-0.780, 1.567, -6.640)  0.000
H (-1.936, 1.079, -5.331)  0.000
C (-0.993, 3.760, -4.910)  0.000
H (-0.616, 4.641, -4.377)  0.000
H (-2.071, 3.630, -4.688)  0.000
H (-0.882, 3.935, -6.002)  0.000
C (1.534, 2.488, -5.101)  0.000
H (1.451, 2.609, -6.185)  0.000
H (2.159, 1.619, -4.873)  0.000
H (2.003, 3.387, -4.689)  0.000
C (-2.026, -1.630, -3.883)  0.000
H (-2.269, -2.112, -2.935)  0.000
H (-2.062, -2.377, -4.674)  0.000
H (-2.729, -0.827, -4.093)  0.000
C (0.546, -2.513, -4.312)  0.000
H (1.523, -2.251, -4.725)  0.000
H (-0.067, -3.036, -5.063)  0.000
H (0.669, -3.130, -3.416)  0.000
F (-1.413, -5.582, 7.905)  0.038
C (-1.631, -4.766, 6.851)  0.115
C (-1.649, -3.385, 7.036)  -0.012
F (-1.472, -2.867, 8.279)  -0.010
C (-1.985, -2.566, 5.970)  0.082
F (-2.065, -1.238, 6.185)  0.021
C (-2.348, -3.058, 4.697)  0.081
S (-2.952, -2.068, 3.497)  0.557
C (-2.300, -4.485, 4.566)  0.093
F (-2.734, -5.017, 3.401)  0.024
C (-1.944, -5.323, 5.619)  -0.013
F (-2.044, -6.674, 5.476)  -0.011



Entry 2:
ORCA calculation (wB97M-V/def2-TZVPD) on a structure of composition C30H43N5STi.

Calculated values
Gap between HOMO and LUMO = 0.245 hartree
E_tot = -73197.4570 eV
Relative energy (zero: lowest compared OMol25 entry of this formula, charge and spin) = 17.82 kcal per mole
Net charge = +2

Last column: Löwdin charge in e.
Atoms and positions in Å:
Ti (0.241, -0.304, 0.066)  0.967
C (3.803, -2.541, 1.339)  -0.082
C (2.358, -3.032, 1.343)  -0.222
C (1.666, -2.754, 2.649)  -0.188
C (1.673, -3.724, 3.640)  -0.012
C (1.121, -3.470, 4.886)  -0.032
C (0.546, -2.243, 5.151)  -0.019
C (0.503, -1.233, 4.189)  -0.160
C (-0.149, 0.079, 4.560)  -0.185
C (-1.567, -0.070, 5.150)  -0.073
C (1.085, -1.514, 2.946)  -0.180
N (1.067, -0.497, 1.926)  -0.038
C (1.680, 0.635, 2.159)  -0.033
C (1.427, 1.754, 1.325)  -0.306
C (1.868, 3.070, 1.335)  0.028
C (1.121, 3.748, 0.354)  -0.039
C (0.260, 2.829, -0.219)  -0.090
N (0.434, 1.608, 0.348)  -0.086
H (4.294, -2.767, 0.393)  0.076
H (4.367, -3.021, 2.138)  0.092
H (3.856, -1.462, 1.501)  0.066
H (2.325, -4.104, 1.144)  0.128
H (1.806, -2.583, 0.501)  0.017
H (2.128, -4.685, 3.436)  0.128
H (1.143, -4.231, 5.653)  0.121
H (0.117, -2.055, 6.126)  0.129
H (-0.186, 0.758, 3.706)  0.085
H (0.497, 0.572, 5.291)  0.126
H (-2.309, 0.421, 4.523)  0.065
H (-1.636, 0.377, 6.139)  0.082
H (-1.856, -1.116, 5.242)  0.076
H (2.345, 0.716, 3.017)  0.174
H (2.598, 3.495, 2.005)  0.131
H (1.177, 4.797, 0.116)  0.119
H (-0.464, 2.962, -1.010)  0.128
C (2.934, 2.908, -2.892)  -0.023
N (2.654, 1.694, -2.126)  0.014
C (2.450, 0.449, -2.514)  -0.691
S (2.212, -0.776, -1.264)  0.760
N (2.485, -0.020, -3.749)  0.004
C (2.895, 0.586, -5.017)  -0.017
H (2.993, 3.724, -2.179)  0.095
H (2.127, 3.128, -3.590)  0.088
H (3.885, 2.837, -3.416)  0.102
H (2.667, 1.807, -1.123)  0.099
H (2.316, -1.015, -3.796)  0.128
H (2.923, 1.663, -4.954)  0.064
H (2.174, 0.303, -5.782)  0.094
H (3.880, 0.213, -5.295)  0.108
C (-0.602, 1.363, -4.950)  -0.029
C (-1.479, 1.232, -3.736)  -0.246
C (-2.691, 1.899, -3.656)  0.017
C (-3.548, 1.749, -2.565)  -0.233
C (-4.867, 2.459, -2.516)  -0.025
C (-3.163, 0.922, -1.516)  0.022
C (-1.942, 0.250, -1.579)  -0.274
C (-1.108, 0.388, -2.689)  -0.015
N (-1.484, -0.546, -0.509)  -0.080
C (-2.312, -1.406, 0.394)  -0.582
C (-1.435, -2.641, 0.638)  -0.011
C (-3.620, -1.866, -0.244)  -0.013
C (-2.571, -0.648, 1.696)  -0.013
H (-1.115, 1.886, -5.754)  0.091
H (-0.309, 0.381, -5.321)  0.086
H (0.309, 1.923, -4.722)  0.062
H (-2.999, 2.535, -4.478)  0.128
H (-4.986, 3.135, -3.360)  0.085
H (-4.962, 3.039, -1.598)  0.092
H (-5.689, 1.743, -2.540)  0.097
H (-3.792, 0.848, -0.640)  0.115
H (-0.231, -0.244, -2.788)  0.083
H (-1.414, -3.272, -0.251)  0.111
H (-1.783, -3.218, 1.495)  0.118
H (-0.376, -2.418, 0.884)  0.039
H (-3.480, -2.147, -1.288)  0.105
H (-4.409, -1.123, -0.180)  0.084
H (-3.963, -2.750, 0.296)  0.106
H (-1.637, -0.346, 2.182)  0.060
H (-3.108, -1.287, 2.398)  0.109
H (-3.168, 0.247, 1.521)  0.095